Record 1
Density functional theory data (ωB97M-V/def2-TZVPD) for a single C13H18N2O5 molecule.

Summary:
Kohn-Sham gap (eV): 9.58
LUMO (eV): 0.446
Spin multiplicity: 1
HOMO level (eV): -9.1338

Each line ends with the Mulliken charge.
Atoms and positions in Å:
C: -3.907 -2.219 0.670  -1.590
C: -2.547 -1.550 0.866  0.126
O: -1.797 -1.803 -0.290  -0.665
C: -2.718 -0.055 1.238  0.143
O: -1.473 0.460 1.654  -0.547
C: -3.390 0.895 0.216  -0.514
O: -3.419 2.192 0.796  -0.589
C: -2.717 1.057 -1.180  0.037
O: -2.934 -0.053 -1.983  -0.658
C: -1.264 1.410 -1.007  -0.640
N: -0.426 0.474 -0.943  -0.123
N: 0.879 0.675 -0.714  -0.188
C: 1.623 -0.400 -0.300  0.414
O: 1.131 -1.501 -0.167  -0.729
C: 3.061 -0.111 -0.057  0.637
C: 3.974 -1.129 -0.323  -0.400
C: 5.326 -0.927 -0.118  -0.532
C: 5.778 0.288 0.370  -0.360
C: 4.874 1.296 0.661  -0.720
C: 3.520 1.102 0.448  -0.407
H: -3.755 -3.285 0.529  0.390
H: -4.386 -1.825 -0.223  0.380
H: -4.550 -2.062 1.531  0.389
H: -2.042 -1.997 1.737  0.432
H: -0.859 -1.554 -0.170  0.344
H: -3.398 -0.054 2.116  0.421
H: -1.567 1.423 1.682  0.484
H: -4.410 0.537 0.023  0.407
H: -4.031 2.190 1.541  0.404
H: -3.228 1.901 -1.659  0.458
H: -2.458 -0.810 -1.570  0.532
H: -1.009 2.470 -0.897  0.431
H: 1.267 1.618 -0.706  0.310
H: 3.601 -2.072 -0.693  0.412
H: 6.028 -1.719 -0.334  0.385
H: 6.833 0.447 0.533  0.384
H: 5.224 2.237 1.059  0.381
H: 2.828 1.889 0.712  0.362

=====

Record 2
Density functional theory data (ωB97M-V/def2-TZVPD) for a single C13H18N4O4S molecule.

Summary:
Kohn-Sham gap (eV): 8.50
LUMO (eV): 0.205
Spin multiplicity: 1
HOMO level (eV): -8.2977

Each line ends with the Mulliken charge.
Atoms and positions in Å:
C: -6.301 -2.107 -0.685  -1.361
C: -5.986 -1.330 0.513  -0.164
O: -4.764 -1.051 0.485  -0.275
C: -4.518 0.168 0.054  0.900
O: -5.351 0.788 -0.469  -0.621
C: -3.074 0.631 0.054  -0.281
C: -2.217 -0.143 0.813  -0.728
N: -0.854 0.101 1.056  -0.425
C: -0.545 1.461 0.489  0.293
S: 1.220 1.567 0.702  -0.287
C: 1.861 0.182 1.508  -1.089
C: 2.689 -0.555 0.344  0.772
O: 2.132 -1.732 0.302  -0.744
N: 3.616 -0.166 -0.323  0.190
C: 4.212 1.194 0.157  -0.785
C: 5.700 0.867 0.652  -0.730
O: 6.548 0.050 -0.461  -0.430
C: 5.823 -1.390 -0.671  -1.023
C: 4.305 -1.027 -1.067  -0.557
N: -1.322 2.191 -0.343  -0.578
C: -2.487 1.614 -0.517  0.827
N: -3.231 2.726 -1.083  -0.449
H: -7.369 -2.471 -0.531  0.320
H: -6.213 -1.418 -1.614  0.271
H: -5.770 -2.812 -0.725  0.512
H: -6.647 -0.361 0.517  0.296
H: -6.252 -1.980 1.367  0.332
H: -2.461 -1.073 1.218  0.594
H: 2.548 0.500 2.212  0.472
H: 1.099 -0.110 1.889  0.723
H: 3.794 1.820 0.787  0.840
H: 4.349 1.522 -0.967  0.259
H: 6.322 1.918 0.334  0.255
H: 5.759 0.348 1.475  0.508
H: 6.448 -1.579 -1.439  0.402
H: 5.750 -1.809 0.140  0.546
H: 3.892 -1.980 -1.200  0.430
H: 4.423 -0.373 -2.199  0.289
H: -2.829 3.439 -1.640  0.213
H: -4.299 2.382 -1.134  0.285

=====

Record 3
Density functional theory data (ωB97M-V/def2-TZVPD) for a molecular structure, C13H18N5RhS.

Summary:
Kohn-Sham gap (spin up / spin down) (eV): 6.75 / 6.24
Charge: +2
LUMO (spin up / spin down) (eV): -6.384 / -10.084
Spin multiplicity: 5
HOMO level (spin up / spin down) (eV): -13.1377 / -16.3291

Each line ends with the Löwdin spin population.
Atoms and positions in Å:
Rh: -0.066 0.083 0.342  1.331
C: 1.217 5.076 -2.037  0.026
C: 2.348 4.290 -1.367  0.030
N: 2.384 2.909 -1.830  0.313
C: 1.702 1.906 -1.298  0.151
S: 0.908 2.092 0.291  0.479
N: 1.641 0.731 -1.897  0.236
N: 0.908 -0.170 -1.331  0.350
C: 0.895 -1.488 -1.859  0.369
C: 1.517 -1.813 -3.166  0.047
C: 0.211 -2.396 -1.059  0.070
C: -0.004 -3.753 -1.406  0.129
C: -0.743 -4.559 -0.580  0.033
C: -1.290 -4.034 0.598  0.139
C: -1.050 -2.712 0.912  0.053
N: -0.317 -1.909 0.132  0.159
H: 1.294 6.124 -1.755  0.002
H: 0.241 4.700 -1.725  0.003
H: 1.284 5.014 -3.123  0.000
H: 2.217 4.296 -0.286  0.005
H: 3.308 4.747 -1.601  0.004
H: 2.850 2.727 -2.715  0.004
H: 1.945 -0.929 -3.626  -0.001
H: 0.770 -2.235 -3.844  0.015
H: 2.302 -2.564 -3.048  0.016
H: 0.408 -4.136 -2.329  0.007
H: -0.904 -5.600 -0.826  -0.001
H: -1.880 -4.643 1.267  0.006
H: -1.441 -2.283 1.824  0.001
C: -2.945 -0.658 4.732  0.000
C: -2.482 0.699 4.168  0.001
C: -1.709 0.523 2.965  0.009
N: -1.109 0.353 2.005  0.014
H: -3.521 -0.482 5.638  0.000
H: -2.094 -1.288 4.989  0.000
H: -3.584 -1.181 4.023  0.000
H: -1.873 1.234 4.899  0.000
H: -3.340 1.329 3.925  0.000

=====

F_max in eV/A, matching the order above: 0.951; 16.575; 1.163
ΔE to the lowest compared entry with this formula, charge and spin in kcal/mol, matching the order above: 55.8; 178.6; 6.9